[1]
Formula: C24H33N3O3
Source: OMol25
Level of theory: ωB97M-V/def2-TZVPD

Last column: Mulliken charge in e.
Cartesian coordinates (Å):
C -1.173199 -2.949700 -0.739939  -1.53
C -0.951479 -1.908445 0.339254  0.48
O -0.838457 -0.629995 -0.290252  -0.12
C -0.650852 0.417802 0.510461  -0.44
O -0.552551 0.330778 1.706519  -0.69
C -0.655908 1.728139 -0.280077  2.85
C -2.136975 2.017620 -0.591345  -1.41
C -2.985269 2.281256 0.656373  -0.49
C -4.450786 1.881417 0.434732  -1.52
C -4.575123 0.392841 0.272010  0.57
C -4.801859 -0.181260 -0.971868  -0.31
C -4.865682 -1.556883 -1.115969  -0.62
C -4.703471 -2.378492 -0.014567  -0.37
C -4.481133 -1.816212 1.231991  -0.72
C -4.416806 -0.441975 1.372312  -0.14
C 0.126014 1.538995 -1.585392  -1.93
C 1.554254 1.077140 -1.281400  -0.79
N 2.058655 1.732974 -0.093868  0.28
C 2.882032 1.159710 0.816044  0.29
O 3.306743 1.757172 1.787202  -0.68
C 3.235838 -0.258724 0.545839  -0.16
C 2.704273 -1.402369 1.105313  -0.15
C 3.400432 -2.461974 0.495011  0.40
C 3.213211 -3.921355 0.712147  -1.15
N 4.293200 -1.989107 -0.358144  -1.23
N 4.186641 -0.662500 -0.329548  1.17
C 5.118556 0.166631 -1.044746  -0.44
C 6.194053 0.715235 -0.110212  -1.15
C 1.472515 3.023921 0.186391  -1.43
C -0.010036 2.854121 0.545523  -0.71
H -2.082879 -2.724156 -1.290041  0.25
H -0.335130 -2.958577 -1.432165  0.38
H -1.268264 -3.930886 -0.284302  0.44
H -0.033621 -2.107010 0.901637  -0.08
H -1.791149 -1.878657 1.042065  0.18
H -2.194469 2.873852 -1.267814  0.55
H -2.537286 1.148877 -1.118844  0.03
H -2.937475 3.337015 0.927566  0.50
H -2.592431 1.707983 1.496543  0.41
H -5.036549 2.203314 1.298622  0.46
H -4.838990 2.390605 -0.449751  0.38
H -4.936883 0.453894 -1.836809  0.38
H -5.043102 -1.987269 -2.091367  0.40
H -4.752730 -3.451922 -0.124723  0.43
H -4.360130 -2.451982 2.097473  0.37
H -4.241291 -0.009281 2.346916  0.37
H -0.362562 0.796307 -2.215041  0.40
H 0.136640 2.487212 -2.125643  0.56
H 2.203453 1.307706 -2.138872  0.41
H 1.570578 -0.004729 -1.129361  0.48
H 1.939773 -1.452459 1.853676  0.67
H 2.207058 -4.224527 0.422884  0.21
H 3.352233 -4.167411 1.763675  0.31
H 3.935947 -4.471244 0.116490  0.35
H 5.566196 -0.461009 -1.818412  0.47
H 4.576043 0.992213 -1.515689  0.10
H 6.746495 -0.104257 0.342487  0.30
H 5.738204 1.306019 0.681027  0.32
H 6.886069 1.342762 -0.665246  0.41
H 1.594650 3.665050 -0.692540  0.38
H 2.022746 3.460598 1.021039  0.59
H -0.098647 2.598700 1.602216  0.35
H -0.529344 3.796496 0.372518  0.39

Cartesian forces, eV/Å:
C 0.07 0.45 0.14
C -0.07 -0.49 0.33
O -0.05 -0.06 -0.38
C 0.06 0.31 0.05
O 0.06 -0.14 0.21
C -0.11 0.02 -0.21
C 0.05 -0.07 0.24
C -0.11 0.06 -0.23
C 0.19 0.05 0.15
C -0.12 0.08 -0.05
C -0.04 0.00 0.01
C -0.01 -0.08 -0.09
C -0.02 -0.10 -0.01
C -0.02 -0.07 0.07
C 0.01 0.01 -0.02
C 0.05 -0.09 0.19
C 0.05 -0.24 -0.56
N -0.14 0.04 0.07
C 0.09 0.24 -0.16
O 0.08 -0.07 0.29
C 0.10 -0.63 0.20
C 0.13 0.31 -0.14
C -0.07 0.33 0.02
C 0.05 0.05 -0.03
N 0.38 -0.64 -0.29
N -0.71 0.22 0.33
C 0.53 0.28 -0.09
C -0.15 -0.05 -0.12
C 0.01 0.35 0.28
C 0.15 -0.16 0.03
H -0.09 -0.04 -0.07
H 0.09 -0.06 -0.09
H -0.01 -0.13 0.04
H -0.14 0.05 -0.05
H 0.17 0.01 -0.09
H 0.03 0.01 -0.07
H 0.02 0.04 -0.09
H 0.05 0.01 0.07
H -0.01 0.04 0.09
H -0.07 0.04 -0.06
H -0.08 0.02 0.01
H 0.00 0.08 -0.06
H -0.02 -0.03 -0.07
H -0.01 -0.09 -0.01
H 0.01 -0.04 0.07
H 0.03 0.05 0.12
H 0.02 0.06 -0.05
H -0.05 0.03 -0.02
H -0.07 -0.10 0.05
H 0.00 0.12 -0.05
H -0.19 0.05 0.16
H -0.03 -0.09 -0.01
H 0.00 -0.09 0.03
H 0.02 -0.10 -0.01
H -0.17 0.10 0.04
H 0.00 -0.12 -0.03
H 0.06 -0.06 0.04
H 0.01 0.06 0.07
H 0.10 0.07 -0.04
H 0.02 0.00 0.06
H -0.06 0.03 -0.19
H -0.03 0.12 -0.02
H -0.06 0.05 -0.02

Output
LUMO: 0.693 eV
Highest occupied orbital energy: -8.983 eV
Calculated total energy: -36037.71993 eV
Relative energy (zero: lowest compared OMol25 entry of this formula, charge and spin): 1.287 eV
Multiplicity: 1
Orbital gap: 9.68 eV

=====

[2]
Formula: C8H27ClO6P
Source: OMol25
Level of theory: ωB97M-V/def2-TZVPD

Last column: Mulliken charge in e.
Cartesian coordinates (Å):
C -2.515617 1.700946 1.333050  -0.47
C -1.841086 1.931540 0.212434  -0.07
C -1.012264 2.034869 -1.189766  -0.41
P -1.107586 0.276243 -1.964495  0.56
Cl -2.476113 0.230682 -3.589030  -0.19
C 0.592491 -0.365486 -2.534243  -0.60
C 1.273884 -1.254621 -1.331899  -0.62
C 1.667245 -0.343393 -0.039782  0.89
C 3.114715 0.413323 -0.228147  -1.21
C 1.661525 -1.259544 1.324654  -1.07
H -3.086504 1.078646 2.131069  0.38
H 0.079690 2.338617 -0.955176  0.39
H -1.582339 2.822579 -1.822080  0.42
H -1.594124 -0.666342 -0.970334  0.19
H 1.316046 0.491627 -2.848231  0.36
H 0.385194 -1.023701 -3.477013  0.39
H 0.576125 -2.134133 -1.016641  0.29
H 2.225227 -1.754482 -1.791287  0.36
H 0.887199 0.511113 0.140827  -0.30
H 3.981364 -0.346504 -0.367336  0.33
H 3.298273 1.040808 0.739556  0.32
H 2.996203 1.124323 -1.143914  0.32
H 2.455888 -2.093366 1.302446  0.28
H 0.585936 -1.707274 1.404569  0.16
H 1.792559 -0.534434 2.226785  0.29
O -0.674591 -3.190252 2.710796  -0.60
H -0.968533 -4.111460 2.714080  0.29
H -1.409878 -2.708697 3.113737  0.31
O -0.815952 -0.064055 3.736807  -0.56
H -1.024859 0.070480 2.802582  0.24
H -1.608130 0.239314 4.200185  0.30
O 0.892353 -3.186066 5.780689  -0.64
H 0.679750 -3.059129 4.845369  0.35
H 0.100290 -2.883829 6.243489  0.30
O -4.610062 2.624343 -5.756310  -0.60
H -3.996231 2.751616 -5.019825  0.32
H -5.128744 1.850717 -5.498719  0.29
O 3.981336 -0.930657 3.579217  -0.62
H 3.603733 -1.658523 4.091425  0.32
H 4.114622 -0.230675 4.231824  0.31
O -2.174302 3.997672 -5.386370  -0.68
H -1.896570 3.393756 -6.087924  0.34
H -2.759713 4.622935 -5.834815  0.33

Cartesian forces, eV/Å:
C 3.65 -0.36 -6.63
C -2.95 -1.82 5.08
C -1.79 0.63 2.29
P 0.63 0.22 -0.82
Cl 1.57 0.15 2.01
C 0.52 -0.77 -0.34
C 0.09 0.15 0.04
C 0.88 -0.40 0.63
C -1.18 -0.03 0.21
C -1.17 1.06 -0.63
H 1.19 1.96 -1.70
H -1.82 -0.65 -0.65
H 1.22 -1.45 0.73
H 0.18 0.86 -0.82
H -1.58 -1.28 0.61
H 0.30 1.20 1.70
H 1.06 1.64 -0.59
H -1.69 1.02 0.83
H 1.10 -1.54 -0.42
H -1.58 1.37 0.15
H -0.21 -1.13 -1.90
H 0.64 -1.17 1.57
H -1.26 1.45 0.08
H 2.09 0.51 -0.02
H 0.07 -1.56 -1.58
O -0.37 -0.16 0.12
H 0.13 0.10 -0.01
H 0.23 0.03 0.02
O -0.44 -0.10 -0.19
H 0.23 0.03 0.13
H 0.24 0.01 0.08
O -0.23 0.12 -0.19
H 0.00 -0.03 0.08
H 0.22 -0.06 -0.02
O 0.00 -0.48 0.38
H 0.03 0.24 -0.23
H -0.09 0.22 -0.20
O -0.09 0.05 0.26
H 0.08 0.11 -0.07
H 0.03 -0.15 -0.12
O 0.07 -0.10 -0.04
H -0.09 0.16 0.07
H 0.08 -0.09 0.09

Output
LUMO: -4.612 eV
Highest occupied orbital energy: -13.134 eV
Charge: +1
Calculated total energy: -42818.72681 eV
Multiplicity: 1
Orbital gap: 8.52 eV

=====

[3]
Formula: C3H4ClF
Source: OMol25
Level of theory: ωB97M-V/def2-TZVPD

Last column: Mulliken charge in e.
Cartesian coordinates (Å):
C -0.668150 1.077281 -0.005261  -0.69
C -0.061233 -0.225549 0.337037  0.48
F -0.232052 -0.794994 1.550959  -0.27
C 0.564254 -0.901655 -0.459658  -0.43
Cl 1.745352 -2.041160 0.146634  -0.19
H -0.232878 1.065462 -1.080910  0.20
H -0.010961 1.967796 0.644150  0.24
H -1.728379 0.708674 0.344388  0.27
H 0.624047 -0.855855 -1.477339  0.39

Cartesian forces, eV/Å:
C 1.41 -0.34 1.70
C -3.34 3.43 5.05
F -0.16 1.26 0.86
C 5.63 -5.47 -3.35
Cl -0.24 -0.76 -0.18
H -2.05 1.02 1.37
H -2.56 -2.51 -1.78
H 1.11 2.54 -1.32
H 0.20 0.83 -2.35

Output
LUMO: 0.806 eV
Highest occupied orbital energy: -9.450 eV
Calculated total energy: -18412.75926 eV
Relative energy (zero: lowest compared OMol25 entry of this formula, charge and spin): 2.315 eV
Multiplicity: 1
Orbital gap: 10.26 eV

=====

[4]
Formula: C4H6O3S2
Source: OMol25
Level of theory: ωB97M-V/def2-TZVPD

Last column: Mulliken charge in e.
Cartesian coordinates (Å):
O 2.682465 -0.764098 0.776918  -0.54
C 1.987942 0.508929 0.607094  -0.29
C 0.700158 0.278340 -0.081023  0.28
C 0.444020 0.307753 -1.342276  -0.12
O -0.882983 0.086236 -1.598524  -0.43
C -1.484989 -0.088716 -0.360168  0.24
S -2.322361 -1.691137 -0.192403  -0.16
S -2.694506 1.312969 -0.114816  -0.18
O -0.451738 -0.023084 0.608225  -0.22
H 2.441595 -1.540254 0.293085  0.32
H 1.840366 0.934881 1.600438  0.27
H 2.647657 0.968259 -0.126384  0.25
H 1.232232 0.261946 -2.103817  0.33
H -2.959996 -1.349632 0.922837  0.11
H -3.179868 0.797602 1.110814  0.13

Cartesian forces, eV/Å:
O 0.96 0.86 1.97
C 0.17 -2.84 -1.23
C 0.01 0.48 2.05
C 1.29 -0.15 -2.35
O -0.39 -0.54 -0.70
C -0.40 0.55 1.15
S 0.09 -0.49 -0.63
S -0.24 -0.71 1.26
O -0.15 0.27 0.43
H -0.99 -0.05 -0.78
H 0.39 0.28 -0.34
H -0.20 1.18 0.56
H -1.04 0.44 -0.11
H -0.06 0.01 0.16
H 0.59 0.72 -1.45

Output
LUMO: 0.443 eV
Highest occupied orbital energy: -8.745 eV
Calculated total energy: -32055.70007 eV
Relative energy (zero: lowest compared OMol25 entry of this formula, charge and spin): 0.262 eV
Multiplicity: 1
Orbital gap: 9.19 eV

=====

[5]
Formula: C3H8N2O2S
Source: OMol25
Level of theory: ωB97M-V/def2-TZVPD

Last column: Mulliken charge in e.
Cartesian coordinates (Å):
H 0.616728 -2.316258 -1.038495  0.30
N 0.960297 -1.256617 -1.358182  -0.60
C 1.145603 -0.747433 -0.189352  0.53
N 2.315866 -0.064177 -0.053260  -0.38
O 1.846649 1.435636 -0.147990  -0.44
O 0.455395 -0.860310 1.073422  -0.37
C -1.021494 -1.133882 0.695363  -0.61
S -1.688507 -0.219462 -0.644072  -0.03
C -1.561360 1.489314 -0.070422  -0.64
H 2.469957 -0.083268 -1.189547  0.38
H 1.900153 1.641647 0.912447  0.35
H -1.580157 -1.052806 1.599137  0.40
H -1.132711 -2.223941 0.555371  0.37
H -1.750632 1.638756 1.017007  0.27
H -2.381718 1.879348 -0.802612  0.27
H -0.594064 1.873460 -0.358812  0.21

Cartesian forces, eV/Å:
H -0.19 3.20 -1.77
N -0.84 -4.67 2.96
C -0.67 -1.34 1.88
N 0.29 3.85 -5.00
O 0.86 -0.62 5.41
O -1.24 -0.29 -4.12
C 1.60 -1.19 0.94
S -0.44 -0.20 0.32
C -1.66 0.03 -1.19
H 0.96 -0.18 3.49
H -0.27 -0.31 -3.96
H -0.11 0.97 0.90
H 0.32 0.41 -0.76
H -0.21 -0.10 -0.95
H 1.42 0.19 1.80
H 0.18 0.24 0.05

Output
LUMO: 0.480 eV
Highest occupied orbital energy: -8.788 eV
Calculated total energy: -21146.03515 eV
Relative energy (zero: lowest compared OMol25 entry of this formula, charge and spin): 4.811 eV
Multiplicity: 1
Orbital gap: 9.27 eV

=====

[6]
Formula: C7H9N
Source: OMol25
Level of theory: ωB97M-V/def2-TZVPD

Last column: Mulliken charge in e.
Cartesian coordinates (Å):
C 1.133033 -0.984633 -0.080259  -0.59
C 1.235390 0.292994 -0.488175  -0.10
C 0.499668 1.300921 0.337169  -0.14
C -0.444895 1.167681 1.490120  -0.62
C -1.218057 0.917279 0.016987  -0.34
C -1.125649 -0.538082 -0.494157  -0.03
N -0.695962 -0.764396 -1.634401  -0.53
C 0.498454 -1.788830 -1.119489  -0.66
H 0.600068 -1.095399 0.938578  0.28
H 1.580505 0.903704 -1.401024  0.32
H 0.957609 2.316181 0.462439  0.38
H -0.288499 0.389700 2.345889  0.23
H -0.888182 2.212701 1.945305  0.26
H -1.940923 1.674788 -0.334948  0.38
H -1.125542 -1.382463 0.319692  0.36
H 0.078710 -2.528263 -0.442070  0.30
H 1.144272 -2.093884 -1.861654  0.49

Cartesian forces, eV/Å:
C 0.18 2.05 0.61
C 1.11 3.13 2.19
C -0.80 1.66 0.36
C -2.45 -0.32 0.33
C 2.47 0.08 2.65
C -2.87 1.43 2.79
N 2.58 -2.36 -0.39
C -2.08 -0.67 0.72
H 1.60 0.23 -1.56
H -0.43 -2.18 0.86
H -0.75 -0.57 -1.47
H -0.72 1.14 -1.82
H 1.64 -2.69 -1.21
H 0.74 -0.49 0.21
H -0.51 1.70 -1.02
H -0.52 -1.22 -1.28
H 0.79 -0.90 -1.97

Output
LUMO: 0.380 eV
Highest occupied orbital energy: -8.466 eV
Calculated total energy: -8886.65913 eV
Relative energy (zero: lowest compared OMol25 entry of this formula, charge and spin): 8.497 eV
Multiplicity: 1
Orbital gap: 8.85 eV

=====

Q: Among the records above, which one has the lowest highest occupied orbital energy?
A: C8H27ClO6P